Record 1
13 unconnected molecules or ions with the total composition C66H154ClN9O10 at a distorted geometry, computed with ωB97M-V with the def2-TZVPD basis set.

```
240
Properties=species:S:1:pos:R:3:forces:R:3:lowdin_charge:R:1
C -7.5919 8.8822 2.6045 -0.2 -0.1 -2.2 0.17
C -7.2125 8.8838 -0.3127 -2.7 1.9 2.2 -0.34
C -7.7848 7.7478 0.3257 -0.4 -0.2 1.7 0.00
C -8.9118 8.5945 -5.0234 -0.1 0.9 2.1 0.13
C -9.6188 9.1615 -3.9801 0.1 0.8 0.8 -0.15
C -9.3145 10.3259 -3.1109 0.6 -1.4 -0.8 -0.26
N -8.1558 9.9183 -0.4384 8.2 -8.2 -5.4 0.01
O -8.9235 10.6019 -0.0831 -5.7 5.7 5.1 0.21
C -10.3836 10.7148 -2.2347 -3.0 0.5 1.4 -0.08
C -8.0599 11.0968 -3.1424 -1.2 0.8 -3.0 -0.03
C -5.7908 9.2556 -0.6888 -2.8 -0.8 -0.2 0.02
H -8.5424 9.4001 2.6109 0.2 0.3 -0.3 0.02
H -6.6811 9.3844 2.3022 -0.2 0.1 0.3 0.01
H -7.5585 8.1439 3.3520 0.4 -1.1 0.6 0.00
H -8.8643 7.6865 0.5758 0.9 0.4 -0.7 0.08
H -7.3361 6.7351 0.2636 0.0 1.1 -0.1 0.08
H -9.2649 7.7753 -5.6320 -0.3 -0.1 0.3 0.08
H -7.9294 8.9480 -5.2658 0.3 0.3 -0.3 0.06
H -8.2212 7.3739 -2.6154 0.4 0.0 0.2 -0.06
H -10.5348 8.6583 -3.6426 0.2 0.4 -0.6 0.11
H -10.8846 9.8424 -1.7071 0.4 0.7 -1.0 0.13
H -11.1638 11.2549 -2.8154 0.0 -0.9 -0.3 0.14
H -10.3149 11.4840 -1.4567 1.1 -0.2 -0.4 0.09
H -7.7455 11.8878 -2.4469 -0.1 -1.2 0.6 0.11
H -8.3829 11.8291 -3.9438 0.3 -0.3 0.0 0.15
H -7.3746 10.4890 -3.7249 1.0 0.3 0.6 0.08
H -5.4755 10.1097 -0.1476 0.5 0.7 0.5 0.09
H -5.9752 9.4519 -1.7188 1.0 0.3 -1.1 0.06
H -5.2442 8.3641 -0.5342 1.0 -0.6 0.0 0.08
C -0.9267 -2.5356 6.5724 -0.1 -0.9 0.2 -0.02
C -2.1120 -2.0071 7.3558 -1.8 1.4 -1.0 -0.46
C -1.6980 -0.9551 8.3218 1.0 0.8 -0.1 -0.15
C -2.7615 0.1052 8.6960 1.0 -0.6 0.2 -0.14
C -3.1129 0.9404 7.4593 -3.0 -0.4 0.1 -0.10
C -3.9060 0.1250 6.3685 3.7 -0.7 0.9 -0.45
N -3.0996 -1.2620 6.2805 0.2 -4.2 -4.4 0.10
O -3.2707 -1.9934 5.2611 0.4 3.8 4.3 0.14
C -3.8120 0.6830 4.9810 -1.0 0.6 0.4 -0.02
C -5.2174 -0.3033 6.8190 -2.2 0.1 1.1 -0.01
C -2.9903 -3.1040 7.9563 1.3 -1.3 0.1 0.01
H -1.2332 -3.4299 6.0250 0.2 -0.2 0.3 0.09
H -0.1327 -2.7886 7.3453 -0.8 0.4 -1.2 0.14
H -0.6266 -1.8450 5.7834 0.5 0.2 0.5 0.09
H -0.7731 -0.4335 7.9358 -1.0 -0.3 0.2 0.15
H -1.3045 -1.6058 9.0954 -0.1 0.5 1.0 0.14
H -2.2512 0.7723 9.3693 0.1 0.4 0.4 0.12
H -3.5678 -0.3320 9.3172 0.0 0.3 -0.8 0.13
H -2.2663 1.3830 6.9936 1.0 0.3 -0.2 0.11
H -3.8269 1.7761 7.7279 0.8 -0.8 -0.2 0.16
H -4.2886 1.6581 4.9221 0.0 0.3 0.5 0.11
H -4.4637 0.0916 4.3662 0.4 -0.5 -0.9 0.09
H -2.7887 0.8303 4.6840 0.3 -0.4 -0.5 0.09
H -5.3455 -0.2657 7.9227 0.0 -0.1 -0.8 0.12
H -5.6140 -1.2301 6.4261 0.3 -0.4 -0.1 0.11
H -5.8494 0.4255 6.3459 -0.9 0.6 0.3 0.11
H -3.6792 -2.9059 8.7815 0.2 0.6 -0.3 0.11
H -2.1747 -3.7547 8.3592 -0.8 0.1 0.1 0.12
H -3.4857 -3.7176 7.1939 0.1 0.3 0.1 0.10
C 6.9495 3.5388 -4.8091 -0.9 0.0 0.0 -0.09
O 8.1634 2.8527 -4.9945 -0.1 -0.6 -0.2 -0.25
C 8.3470 2.1943 -6.2818 1.1 -2.2 3.4 -0.09
C 9.3094 1.0224 -5.7884 -0.5 -0.4 -0.5 -0.08
N 10.3541 1.6368 -4.9508 1.6 0.9 0.6 0.03
H 11.0150 2.1543 -5.5594 -1.0 0.4 0.3 0.20
H 9.9663 2.2466 -4.2011 -0.2 0.0 -1.1 0.17
C 11.2996 0.7251 -4.2337 -0.2 -0.3 0.9 -0.08
C 11.0264 0.7510 -2.7632 -0.3 -0.3 1.2 -0.21
O 9.7115 0.2959 -2.3601 1.3 0.3 -0.7 -0.17
C 9.6321 0.3377 -0.9549 0.6 0.3 1.6 -0.13
H 6.1618 2.8474 -4.4397 0.4 0.3 0.2 0.09
H 6.6032 3.8065 -5.8126 -0.1 0.9 0.4 0.09
H 7.0901 4.3854 -4.0707 -0.1 -0.9 -1.2 0.12
H 8.9028 2.8916 -6.8267 0.4 0.8 -1.8 0.11
H 7.4654 1.7233 -6.7270 0.0 0.6 0.0 0.14
H 9.9035 0.4600 -6.5160 -0.5 0.4 -0.6 0.14
H 8.8005 0.2300 -5.2017 0.0 0.9 -0.1 0.15
H 12.3235 1.1548 -4.3051 -0.6 -0.8 -0.5 0.17
H 11.1345 -0.2796 -4.5951 0.6 -0.2 -0.5 0.14
H 11.2690 1.7435 -2.3790 -0.5 0.5 0.1 0.14
H 11.7837 0.1472 -2.2725 0.2 -0.5 0.0 0.14
H 9.6568 1.3676 -0.5798 -0.2 0.2 -0.3 0.09
H 10.5107 -0.1114 -0.3955 -0.9 -0.1 -1.0 0.11
H 8.6953 -0.1040 -0.5943 0.3 -0.1 -0.4 0.09
C -1.3000 -7.9161 -5.9820 0.0 -0.3 -0.6 -0.07
O -1.7141 -9.0077 -5.2141 -0.9 -0.6 0.5 -0.20
C -0.8519 -10.0995 -5.1363 0.6 -1.6 0.6 -0.17
C -1.7058 -11.3770 -4.6937 0.3 1.9 -0.1 -0.04
N -3.1104 -11.1364 -5.1154 0.4 1.4 -1.7 0.01
H -3.4280 -10.2060 -4.7755 0.2 -0.6 0.4 0.17
H -3.1492 -10.9636 -6.1308 0.2 -0.4 0.2 0.20
C -4.0597 -12.1609 -4.7371 0.0 -2.0 1.2 -0.10
C -4.3844 -11.9572 -3.2678 -1.0 0.9 1.0 -0.16
O -4.8391 -10.5774 -3.1970 0.1 -0.7 0.1 -0.22
C -5.4876 -10.1587 -1.9850 1.0 0.6 0.3 -0.08
H -0.7814 -8.2785 -6.8700 0.2 0.4 0.0 0.11
H -0.7620 -7.2211 -5.3909 1.3 0.5 0.6 0.08
H -2.1519 -7.3405 -6.2705 -0.9 0.0 -0.4 0.09
H -0.0015 -9.9194 -4.4319 -0.7 -0.2 -0.2 0.14
H -0.3755 -10.3771 -6.0800 -0.2 0.4 -0.4 0.13
H -1.7470 -11.4667 -3.6285 0.1 -0.1 0.6 0.12
H -1.3779 -12.3151 -5.1117 0.3 -0.1 -0.3 0.14
H -3.6929 -13.1923 -5.0080 -0.1 1.1 0.5 0.17
H -4.9654 -12.0280 -5.2723 -0.8 0.3 -0.6 0.13
H -3.6041 -12.1500 -2.5201 0.3 0.2 -0.4 0.13
H -5.2063 -12.5799 -2.9396 -0.3 -0.5 -0.3 0.13
H -4.7354 -10.0455 -1.1695 -0.4 -0.2 -0.5 0.10
H -6.2959 -10.7888 -1.6007 0.1 -0.2 -0.5 0.10
H -5.8761 -9.1576 -2.2159 0.0 -0.4 0.1 0.09
C 7.3672 4.2440 7.9255 -0.5 -1.6 0.9 -0.09
O 7.4463 5.4965 8.5208 1.0 2.1 -0.4 -0.21
C 6.5927 5.7703 9.5783 -1.1 -2.0 1.0 -0.25
C 6.9645 7.0320 10.3348 0.2 -0.2 -0.3 -0.05
N 7.4142 8.0417 9.2613 -0.6 0.1 0.0 0.07
H 7.8333 8.8410 9.7083 0.4 0.4 0.4 0.17
H 8.1502 7.6514 8.6255 -0.9 -0.2 0.7 0.19
C 6.2410 8.6204 8.4701 1.2 0.2 -0.7 -0.05
C 6.6489 9.2335 7.0966 0.1 -0.2 -0.1 -0.21
O 5.4255 9.5899 6.5607 -0.6 0.0 1.0 -0.20
C 5.4887 10.3873 5.4371 -1.3 0.7 -2.5 -0.12
H 6.3149 3.8770 7.9140 0.3 0.5 -0.8 0.09
H 7.7898 3.5236 8.6563 0.5 0.0 -0.8 0.10
H 7.8748 4.2611 6.9301 -0.5 -0.1 1.0 0.11
H 6.5738 4.9249 10.3038 0.4 0.4 -0.1 0.15
H 5.5655 5.7183 9.2167 -0.3 0.7 -0.2 0.12
H 7.7722 6.8340 11.0553 0.1 0.3 -0.7 0.15
H 6.1216 7.3912 10.9838 0.6 0.1 -1.1 0.16
H 5.7413 9.2967 9.1564 0.0 0.4 -0.2 0.15
H 5.5431 7.8562 8.1961 -0.2 -0.7 0.2 0.12
H 7.0985 8.5131 6.4042 0.3 -0.7 0.4 0.13
H 7.3388 10.0806 7.0369 0.0 0.2 0.9 0.13
H 5.6267 9.7617 4.4977 0.0 0.6 0.9 0.10
H 6.2869 11.1564 5.4272 -0.4 -0.3 0.4 0.10
H 4.4664 10.8727 5.3558 1.4 -0.4 0.0 0.12
C 4.1341 4.4239 -0.5659 -0.7 0.8 0.5 -0.06
O 3.5351 3.2706 0.0040 0.4 0.3 0.0 -0.24
C 4.3485 2.1325 0.2799 0.1 0.2 -1.8 -0.18
C 3.4176 1.2801 1.0984 -0.3 2.7 0.6 -0.13
N 2.1548 1.3196 0.3674 -1.5 -2.3 -0.1 -0.04
H 2.1207 2.1173 -0.2880 0.0 -0.4 0.2 0.14
H 2.1528 0.3324 -0.1429 -0.9 1.1 -0.2 -0.04
C 0.8189 1.2892 1.1161 1.0 -0.7 1.0 -0.14
C 0.3296 2.7082 1.1013 -0.6 0.4 -0.3 -0.22
O 0.1841 2.9839 -0.2812 -0.8 0.9 -0.3 -0.22
C -0.9396 3.8451 -0.6017 1.1 0.0 0.8 -0.06
H 4.1426 4.4125 -1.6692 0.1 -0.1 0.4 0.10
H 5.1185 4.5719 -0.1441 0.5 0.0 -0.2 0.08
H 3.5204 5.2844 -0.2020 0.4 -0.6 -0.6 0.11
H 5.2672 2.4226 0.7813 0.1 -0.1 0.2 0.13
H 4.6085 1.6262 -0.6948 -0.1 0.3 0.8 0.15
H 3.3647 1.7427 2.0940 -0.4 -0.2 -0.2 0.14
H 3.6722 0.2874 1.1764 1.0 -2.2 0.3 0.10
H 0.9717 0.8769 2.1574 0.0 0.5 -1.1 0.14
H 0.2064 0.5646 0.5426 0.2 0.6 0.3 0.04
H 1.0410 3.3954 1.5935 0.0 -0.1 -0.3 0.13
H -0.6416 2.8816 1.5786 0.1 -0.5 0.3 0.12
H -1.8380 3.5111 -0.1057 -0.4 -0.6 0.1 0.07
H -1.0833 3.7660 -1.6786 0.2 0.5 0.2 0.09
H -0.7675 4.8562 -0.1654 0.1 -0.4 -0.9 0.11
C 3.8614 -2.1425 -8.4355 -0.9 -1.0 -0.1 -0.07
C 2.4705 -2.0238 -7.7298 -1.1 -0.3 -1.9 -0.18
C 1.3560 -1.3305 -8.6319 0.0 -1.1 0.1 -0.10
N 0.2559 -0.6574 -7.8319 0.6 0.0 1.1 -0.28
C -0.4319 -1.6762 -6.9402 0.1 -0.8 -1.4 0.03
C -0.7805 -0.0210 -8.6815 -0.4 0.7 -0.9 -0.12
C -1.4684 0.9486 -7.7200 -1.1 0.5 -1.9 -0.17
C -0.2910 1.6499 -7.0863 0.4 -0.8 1.3 -0.14
C 0.8191 0.5402 -7.0063 -0.8 0.2 1.1 -0.06
H 4.7054 -1.8317 -7.8414 0.1 0.0 0.5 0.06
H 3.9527 -1.6204 -9.3775 -0.3 0.4 -0.2 0.07
H 3.9955 -3.1994 -8.7089 0.2 0.3 0.2 0.09
H 2.4590 -1.4291 -6.8610 0.6 0.8 1.2 0.07
H 2.1178 -3.0120 -7.4010 0.1 0.2 -0.2 0.11
H 0.7402 -1.9543 -9.3031 0.9 -0.3 0.2 0.14
H 1.8586 -0.6101 -9.2621 -0.2 0.6 0.0 0.12
H -1.4464 -1.4069 -6.6603 0.2 0.4 -0.2 0.10
H 0.1575 -1.7672 -6.0683 0.6 -0.4 0.9 0.09
H -0.4802 -2.6405 -7.5131 0.1 0.9 0.6 0.13
H -1.4854 -0.7048 -9.2417 1.2 0.4 0.8 0.17
H -0.1650 0.5768 -9.3844 -0.7 -0.3 -0.1 0.15
H -2.1151 0.4454 -7.0074 0.0 0.0 0.1 0.10
H -2.1430 1.5830 -8.3717 0.8 -0.4 1.0 0.15
H -0.4835 1.9746 -6.0470 0.0 0.2 -0.7 0.12
H 0.0538 2.4636 -7.7081 0.0 0.3 0.0 0.12
H 0.9838 0.2010 -5.9332 -0.1 0.3 -1.5 0.14
H 1.7353 0.9740 -7.4318 -0.1 -0.9 0.0 0.14
C 3.2654 -5.7630 2.5585 -1.4 1.2 0.5 -0.11
C 4.3444 -6.7228 2.2496 1.7 -0.5 1.5 -0.26
C 5.5095 -5.9289 1.6988 0.4 -2.0 -1.5 -0.12
N 6.9121 -6.6235 1.7629 0.1 0.2 0.5 -0.23
C 7.8128 -5.6790 1.0365 1.2 -0.5 -0.4 -0.01
C 7.4440 -6.8716 3.2373 -1.2 1.0 -1.3 -0.05
C 7.3949 -8.3736 3.4122 -0.7 -0.1 0.2 -0.14
C 7.8246 -8.8975 2.0166 0.4 0.9 1.4 -0.11
C 6.9104 -8.0351 1.1993 0.3 1.0 -2.3 -0.12
H 3.6543 -5.0443 3.3000 -0.2 0.2 -0.6 0.09
H 2.3666 -6.1414 3.0605 0.3 -0.5 -0.3 0.09
H 2.9086 -5.2900 1.6328 0.1 0.3 0.4 0.09
H 4.0318 -7.5232 1.5926 0.0 -0.3 0.1 0.12
H 4.7684 -7.0720 3.2080 -0.7 -0.7 -0.2 0.12
H 5.6090 -5.0294 2.2637 0.2 0.8 -0.1 0.12
H 5.3024 -5.8347 0.6173 0.5 0.8 0.5 0.15
H 7.9078 -4.7512 1.5710 0.0 0.2 0.5 0.10
H 7.4714 -5.4318 0.0486 -0.8 -0.1 -0.4 0.10
H 8.8233 -6.0707 0.8283 -0.4 -0.3 0.7 0.13
H 8.4370 -6.4443 3.2207 0.3 -0.2 0.3 0.13
H 6.7852 -6.2095 3.7936 0.2 -0.4 0.7 0.13
H 7.9679 -8.6794 4.2755 0.5 -0.2 0.0 0.13
H 6.3597 -8.7614 3.5963 0.7 0.6 -0.1 0.13
H 8.8918 -8.6638 1.8117 -0.6 -0.4 0.1 0.14
H 7.6217 -9.9611 2.0046 0.1 -0.1 -0.6 0.13
H 7.1287 -7.9214 0.1270 0.3 -0.3 0.3 0.15
H 5.8916 -8.3127 1.2217 -0.9 -0.8 0.3 0.10
C -9.6715 0.4473 0.9227 -1.0 -0.6 0.5 -0.09
C -9.0966 -0.6183 0.0094 1.0 0.8 -0.7 -0.25
C -9.2800 -1.9457 0.6674 0.9 -0.8 -1.5 -0.11
N -8.7317 -3.1280 -0.2020 1.2 0.5 -1.1 -0.26
C -7.2503 -3.0023 -0.5628 -0.9 -1.4 -0.1 0.03
C -9.4437 -3.3084 -1.5512 0.0 -0.8 0.9 -0.08
C -9.1090 -4.7649 -2.0131 0.5 1.3 1.5 -0.09
C -8.8164 -5.4870 -0.6470 0.6 -1.0 -0.2 -0.14
C -8.9475 -4.4700 0.4745 -0.4 1.6 -0.5 -0.09
H -10.7231 0.2361 1.1652 0.2 -0.1 0.0 0.10
H -9.6822 1.4017 0.4828 0.1 1.2 -0.9 0.07
H -9.1456 0.5826 1.8577 0.3 -0.4 0.3 0.08
H -8.0229 -0.3718 -0.1914 -0.7 -0.3 0.1 0.12
H -9.6132 -0.6293 -0.9659 0.1 0.2 0.4 0.12
H -10.3438 -2.0868 0.7151 -0.5 -0.6 0.5 0.13
H -8.7942 -1.9573 1.6343 0.0 -0.4 0.2 0.14
H -6.9158 -3.9379 -1.0564 -0.4 0.3 0.7 0.11
H -6.6812 -2.8372 0.3264 0.4 0.3 0.5 0.10
H -7.1053 -2.2864 -1.3320 0.0 1.2 -0.2 0.09
H -9.2516 -2.4872 -2.2022 0.7 0.4 -0.6 0.12
H -10.4816 -3.2091 -1.3288 -1.0 -0.2 0.3 0.13
H -8.2391 -4.7879 -2.6783 -0.3 0.0 0.1 0.11
H -9.9715 -5.1488 -2.5156 -0.3 -0.4 -0.3 0.11
H -7.8271 -5.9721 -0.6458 -0.2 0.3 -0.1 0.11
H -9.4985 -6.3150 -0.4483 -0.1 0.2 -0.1 0.13
H -8.2609 -4.4573 1.3490 -0.7 -0.6 -0.5 0.15
H -10.0066 -4.3419 0.6955 0.1 -0.6 0.9 0.14
Cl 1.1568 -1.2062 -0.8023 0.4 -0.1 -0.1 -0.33
```
Positions in Å, forces in eV/Å.

For the total energy, the calculation gives -117244.873 eV. Its net charge is +8. The HOMO energy comes out at -15.663 eV. As for the lowest unoccupied orbital energy: -0.49809 Ha.



Record 2
2 unconnected molecules or ions with the total composition C3H8NS at a distorted geometry, computed with ωB97M-V with the def2-TZVPD basis set.

```
13
Properties=species:S:1:pos:R:3:forces:R:3:lowdin_charge:R:1
C 1.8857 -1.0146 2.0592 1.0 0.7 -0.4 -0.75
S 0.5631 0.2270 2.0305 -0.3 0.0 0.0 0.05
H 2.6637 -0.8004 1.3048 -0.2 0.1 -0.1 -0.02
H 1.6263 -2.0600 1.8633 -0.3 0.0 0.5 -0.02
H 2.4280 -0.8472 2.9926 -0.1 -0.8 0.2 -0.04
C -1.1913 0.5612 -3.2288 -0.8 0.3 0.3 -0.19
C -0.6748 -0.1287 -1.0827 -0.3 0.9 -0.6 -0.12
N -1.5792 0.3838 -1.8188 0.2 -0.9 -0.1 -0.11
H -2.0906 0.8317 -3.7913 0.2 0.3 0.0 0.05
H -0.4483 1.3576 -3.3156 0.1 -0.1 -0.2 0.07
H -0.8542 -0.3649 -3.6978 0.4 0.0 0.2 0.06
H -0.8296 -0.3405 -0.0239 0.1 0.1 -0.1 -0.04
H 0.3397 -0.1996 -1.5042 0.0 -0.5 0.3 0.07
```
Positions in Å, forces in eV/Å.

For the total energy, the calculation gives -15565.481 eV. The relative energy (zero: lowest compared OMol25 entry of this formula, charge and spin) comes out at 1.562 eV. Its net charge is -1. The HOMO energy comes out at -2.214 eV. As for the lowest unoccupied orbital energy: 0.13798 Ha.